# 1
Molecular formula: C22H29BCoF2N6OS2
Method: DFT, ωB97M-V with the def2-TZVPD basis set

Summary:
relative energy (zero: lowest compared OMol25 entry of this formula, charge and spin) = 2.244 eV
HOMO level (alpha / beta) = -3.64 / -5.48 eV

Geometry as ORCA input:
```
! RIJCOSX wB97M-V def2-TZVPD def2/J DEFGRID3
* xyz 0 4
Co -2.56169 0.41754 -1.59702
N -4.00115 -0.07731 -2.63136
C -4.98428 -0.93906 -1.84907
C -4.23062 -1.81693 -0.84636
N -2.92532 -1.20935 -0.42538
C -2.76201 -0.97083 1.06557
C -2.13263 0.45065 1.31157
N -1.45375 0.86858 0.04510
H -3.59777 -0.62459 -3.44335
H -4.46721 0.77076 -2.97668
H -5.68200 -0.23946 -1.37277
H -5.53646 -1.61443 -2.54381
H -4.84884 -2.05414 0.04554
H -3.96243 -2.73121 -1.29428
H -2.15433 -1.83932 -0.67635
H -3.72703 -1.09916 1.59094
H -2.05282 -1.70464 1.50157
H -2.85966 1.21760 1.57677
H -1.34450 0.35283 2.12978
H -1.19686 1.84458 0.13006
H -0.53358 0.44268 -0.05366
S -0.41729 -0.58561 -2.77554
C -0.75458 1.01670 -3.41783
N -1.78348 1.60499 -2.81654
C -2.05894 2.90686 -3.37239
C -2.93370 3.86689 -2.85165
C -3.06780 5.10178 -3.57138
C -2.50800 5.17885 -4.83005
C -1.62577 4.23642 -5.32937
C -1.28689 3.12759 -4.59233
S -0.21359 1.80504 -4.88529
H -3.53773 3.63838 -1.95423
H -3.70426 5.88068 -3.12520
H -2.72518 6.08524 -5.45366
H -1.15451 4.42442 -6.26250
F 0.34050 -1.66633 -5.33174
B -0.58855 -1.55886 -4.33431
F -1.68869 -2.37160 -4.33824
C 3.52827 -2.91089 4.19009
N 3.14034 -2.35148 2.88004
N 3.13375 -0.94787 2.65386
C 2.03278 -0.66616 1.85238
O 1.62136 0.45815 1.60353
C 1.56505 -1.97773 1.38132
C 2.22566 -2.95519 2.04790
C 2.31069 -4.44253 1.78195
C 4.12977 -0.07692 3.09915
C 5.42556 -0.58646 3.37363
C 6.42370 0.14045 3.98547
C 6.14369 1.45485 4.27917
C 4.92043 2.06370 3.99502
C 3.88805 1.31350 3.49859
H 3.12346 -3.88014 4.29969
H 3.14875 -2.29838 5.05995
H 4.60426 -2.93999 4.23163
H 0.63618 -2.06786 0.76851
H 1.40281 -4.79125 1.26630
H 2.29195 -4.97977 2.77987
H 3.27688 -4.71820 1.23418
H 5.79664 -1.55608 2.94068
H 7.41403 -0.35424 4.14396
H 6.83521 2.09764 4.80161
H 4.80012 3.10204 4.18471
H 2.90401 1.73452 3.22226
*
```

# 2
Molecular formula: C22H29BaN8O2
Method: DFT, ωB97M-V with the def2-TZVPD basis set

Summary:
relative energy (zero: lowest compared OMol25 entry of this formula, charge and spin) = 0.000 eV
HOMO level = -11.54 eV

Geometry as ORCA input:
```
! RIJCOSX wB97M-V def2-TZVPD def2/J DEFGRID3
* xyz 1 1
Ba -1.61317 0.26288 -0.46252
N -2.23051 -2.49236 0.44844
C -2.98571 -2.41069 1.71385
C -2.25240 -1.56429 2.73921
N -2.23836 -0.12930 2.42254
C -3.55440 0.48619 2.69540
C -4.04607 1.42633 1.60381
N -4.33394 0.69193 0.36393
C -1.17381 0.52992 3.19825
C -0.94524 1.98410 2.81859
N -0.53245 2.08410 1.41612
H -2.78103 -3.00161 -0.23603
H -1.39749 -3.05528 0.59419
H -3.16730 -3.39810 2.14801
H -3.96019 -1.97561 1.48975
H -1.21597 -1.91006 2.79406
H -2.68995 -1.74296 3.73144
H -3.52708 1.01973 3.65276
H -4.29696 -0.30626 2.81742
H -3.28995 2.17663 1.36485
H -4.91700 1.97208 1.98031
H -4.49755 1.35937 -0.38670
H -5.17895 0.14167 0.46838
H -0.24499 -0.02044 3.02075
H -1.38587 0.46669 4.27603
H -0.20847 2.40329 3.50979
H -1.85776 2.56332 2.96014
H 0.47051 1.95910 1.32275
H -0.74274 2.98449 0.99766
O -0.65799 2.76055 -1.52361
C -1.79677 2.60618 -2.01891
O -2.86383 2.50694 -1.36182
C -1.84604 2.14049 -3.45689
C -1.91840 2.93817 -4.58389
C -1.93327 2.31745 -5.82214
C -1.86878 0.93340 -5.88551
C -1.79366 0.22070 -4.70177
N -1.78516 0.80297 -3.50149
H -1.96125 4.01416 -4.48950
H -1.99299 2.90599 -6.72809
H -1.87572 0.41228 -6.83217
H -1.73916 -0.86181 -4.71381
N 9.23234 -3.74842 1.13434
C 8.24305 -3.22052 0.88771
C 7.00267 -2.56158 0.57818
C 6.85408 -1.20251 0.84479
C 5.65696 -0.57207 0.55877
C 4.62008 -1.30083 -0.00615
C 4.76516 -2.65124 -0.28916
C 5.95683 -3.28584 0.01269
N 3.38635 -0.65168 -0.29658
C 3.22185 0.57897 -0.89413
C 1.88070 0.79341 -0.95162
N 1.21342 -0.28099 -0.39086
C 2.14925 -1.12142 -0.01382
H 7.67196 -0.65012 1.28561
H 5.52047 0.47700 0.78470
H 3.95856 -3.19502 -0.76250
H 6.08733 -4.33713 -0.20222
H 4.06040 1.15538 -1.24248
H 1.34843 1.63732 -1.36639
H 1.99789 -2.06501 0.48547
*
```

What did the second record say?
Molecular formula: C22H29BaN8O2
Method: DFT, ωB97M-V with the def2-TZVPD basis set

Summary:
relative energy (zero: lowest compared OMol25 entry of this formula, charge and spin) = 0.000 eV
HOMO level = -11.54 eV

Geometry as ORCA input:
```
! RIJCOSX wB97M-V def2-TZVPD def2/J DEFGRID3
* xyz 1 1
Ba -1.61317 0.26288 -0.46252
N -2.23051 -2.49236 0.44844
C -2.98571 -2.41069 1.71385
C -2.25240 -1.56429 2.73921
N -2.23836 -0.12930 2.42254
C -3.55440 0.48619 2.69540
C -4.04607 1.42633 1.60381
N -4.33394 0.69193 0.36393
C -1.17381 0.52992 3.19825
C -0.94524 1.98410 2.81859
N -0.53245 2.08410 1.41612
H -2.78103 -3.00161 -0.23603
H -1.39749 -3.05528 0.59419
H -3.16730 -3.39810 2.14801
H -3.96019 -1.97561 1.48975
H -1.21597 -1.91006 2.79406
H -2.68995 -1.74296 3.73144
H -3.52708 1.01973 3.65276
H -4.29696 -0.30626 2.81742
H -3.28995 2.17663 1.36485
H -4.91700 1.97208 1.98031
H -4.49755 1.35937 -0.38670
H -5.17895 0.14167 0.46838
H -0.24499 -0.02044 3.02075
H -1.38587 0.46669 4.27603
H -0.20847 2.40329 3.50979
H -1.85776 2.56332 2.96014
H 0.47051 1.95910 1.32275
H -0.74274 2.98449 0.99766
O -0.65799 2.76055 -1.52361
C -1.79677 2.60618 -2.01891
O -2.86383 2.50694 -1.36182
C -1.84604 2.14049 -3.45689
C -1.91840 2.93817 -4.58389
C -1.93327 2.31745 -5.82214
C -1.86878 0.93340 -5.88551
C -1.79366 0.22070 -4.70177
N -1.78516 0.80297 -3.50149
H -1.96125 4.01416 -4.48950
H -1.99299 2.90599 -6.72809
H -1.87572 0.41228 -6.83217
H -1.73916 -0.86181 -4.71381
N 9.23234 -3.74842 1.13434
C 8.24305 -3.22052 0.88771
C 7.00267 -2.56158 0.57818
C 6.85408 -1.20251 0.84479
C 5.65696 -0.57207 0.55877
C 4.62008 -1.30083 -0.00615
C 4.76516 -2.65124 -0.28916
C 5.95683 -3.28584 0.01269
N 3.38635 -0.65168 -0.29658
C 3.22185 0.57897 -0.89413
C 1.88070 0.79341 -0.95162
N 1.21342 -0.28099 -0.39086
C 2.14925 -1.12142 -0.01382
H 7.67196 -0.65012 1.28561
H 5.52047 0.47700 0.78470
H 3.95856 -3.19502 -0.76250
H 6.08733 -4.33713 -0.20222
H 4.06040 1.15538 -1.24248
H 1.34843 1.63732 -1.36639
H 1.99789 -2.06501 0.48547
*
```

Q: The highest relative energy (zero: lowest compared OMol25 entry of this formula, charge and spin) belongs to which entry?
A: C22H29BCoF2N6OS2